# 1
{
  "formula": "C39H45AsIIrN5O6S",
  "method": "ωB97M-V/def2-TZVPD",
  "e_above_lowest_kj_mol": 289.9,
  "orbital_gap_ev": 6.2,
  "lumo_energy_ha": 0.0472,
  "total_energy_ev": -143522.8379,
  "mol_weight_g_mol": 1105.93,
  "spin_multiplicity": 1,
  "charge": -1,
  "symbols": ["Ir", "C", "C", "C", "C", "C", "C", "C", "C", "C", "C", "C", "C", "N", "C", "C", "C", "C", "C", "N", "C", "C", "C", "C", "H", "H", "H", "H", "H", "H", "H", "H", "H", "H", "H", "H", "H", "H", "H", "H", "H", "H", "H", "H", "H", "H", "H", "H", "H", "H", "H", "H", "H", "O", "As", "O", "O", "C", "C", "C", "C", "C", "C", "S", "O", "O", "O", "H", "H", "H", "H", "H", "I", "C", "H", "H", "C", "C", "N", "C", "C", "C", "C", "C", "C", "C", "C", "N", "C", "N", "H", "H", "H", "H", "H", "H", "H", "H", "H"],
  "positions_angstrom": [[0.0934, 0.2579, 0.2252], [-3.4942, 1.0981, 1.7373], [-4.1899, 2.1199, 0.8370], [-5.1043, 1.4072, -0.1731], [-3.2532, 3.1373, 0.1891], [-3.5517, 4.4665, 0.4645], [-2.8467, 5.5076, -0.1125], [-1.8615, 5.2089, -1.0270], [-1.4927, 3.8958, -1.3234], [-0.3811, 3.8064, -2.3719], [-0.1769, 2.4750, -3.0861], [0.9656, 4.2585, -1.7812], [-2.1618, 2.8400, -0.6702], [-1.7482, 1.4943, -0.7826], [-2.3406, 0.6886, -1.6026], [-2.2682, -0.6922, -1.4598], [-2.9618, -1.6479, -2.2253], [-2.8238, -2.8362, -1.5560], [-2.0222, -2.5874, -0.4083], [-1.6967, -1.2901, -0.3396], [-1.7833, -3.6392, 0.6584], [-2.8971, -3.4605, 1.7062], [-1.8751, -5.0407, 0.0374], [-0.4216, -3.5225, 1.3360], [-4.2341, 0.4052, 2.1468], [-2.9961, 1.6106, 2.5642], [-2.7568, 0.5259, 1.1769], [-4.8512, 2.7116, 1.4760], [-4.5975, 0.5671, -0.6433], [-5.4417, 2.0926, -0.9526], [-5.9834, 1.0167, 0.3447], [-4.3642, 4.6914, 1.1460], [-3.0837, 6.5344, 0.1371], [-1.3530, 6.0150, -1.5441], [-0.6653, 4.5362, -3.1396], [0.1839, 1.7242, -2.3908], [0.5855, 2.5971, -3.8564], [-1.0894, 2.1141, -3.5634], [0.8533, 5.1358, -1.1427], [1.4246, 3.4513, -1.2058], [1.6625, 4.5056, -2.5846], [-2.9951, 1.0828, -2.3851], [-3.4946, -1.4518, -3.1439], [-3.2383, -3.7876, -1.8443], [-3.8779, -3.5570, 1.2370], [-2.8275, -2.4706, 2.1630], [-2.8107, -4.2183, 2.4910], [-2.8934, -5.2806, -0.2727], [-1.5590, -5.7871, 0.7695], [-1.2130, -5.0894, -0.8262], [-0.3256, -2.5732, 1.8453], [0.3720, -3.6035, 0.5971], [-0.2993, -4.3235, 2.0699], [3.9005, -0.6920, -0.9087], [2.9655, 0.5615, -1.6587], [3.9876, 1.7585, -2.0647], [1.8079, 1.2191, -0.6048], [2.0788, -0.0914, -3.2743], [2.2198, 0.7058, -4.4029], [1.5855, 0.3574, -5.5853], [0.7927, -0.7809, -5.6481], [0.6399, -1.5801, -4.5263], [1.2892, -1.2357, -3.3523], [1.2198, -2.3470, -1.9712], [2.5353, -2.9741, -1.9155], [0.1523, -3.2812, -2.2189], [1.0468, -1.4563, -0.8071], [3.5727, -1.5881, -1.1539], [2.8547, 1.5814, -4.3299], [1.7124, 0.9782, -6.4636], [0.3033, -1.0528, -6.5749], [0.0206, -2.4678, -4.5265], [1.8083, 2.5052, 2.2802], [-0.0260, 2.0302, 1.2690], [-0.7899, 2.0823, 2.0432], [-0.1507, 2.8631, 0.5860], [-0.4126, -0.8230, 4.4600], [-0.6039, -0.4518, 3.1469], [0.3882, -0.5172, 2.2593], [1.5969, -0.9476, 2.6271], [1.8782, -1.3967, 3.9344], [0.8153, -1.3054, 4.8481], [3.0834, -2.0428, 4.4117], [4.3748, -2.1453, 4.0064], [5.2072, -1.3532, 3.1361], [6.5457, -1.7437, 2.9352], [7.3652, -0.8789, 2.2479], [6.9459, 0.2905, 1.7869], [5.6593, 0.5712, 1.9644], [4.8016, -0.1952, 2.6162], [-1.2338, -0.7407, 5.1585], [-1.5701, -0.1421, 2.7787], [2.3659, -0.9710, 1.8734], [0.9803, -1.6186, 5.8724], [2.8968, -2.6086, 5.3203], [4.9339, -2.9150, 4.5274], [6.9073, -2.6843, 3.3308], [8.4108, -1.1061, 2.0676], [5.2992, 1.5100, 1.5592]],
  "forces_ev_per_a": [[-0.78, 0.39, 0.09], [-0.09, 0.17, 0.00], [0.14, -0.23, -0.13], [0.07, 0.10, 0.06], [-0.03, 0.05, 0.07], [0.02, 0.03, -0.03], [-0.02, 0.00, -0.02], [-0.09, 0.03, 0.03], [-0.03, -0.03, -0.16], [0.18, -0.18, 0.12], [-0.12, 0.16, 0.03], [0.00, -0.06, -0.02], [-0.03, 0.49, -0.17], [0.88, -0.29, -0.45], [-0.20, 0.28, -0.02], [-0.07, -0.54, -0.26], [0.06, 0.41, 0.14], [0.19, -0.20, 0.28], [-0.30, -0.19, -0.09], [0.27, 0.88, 0.45], [-0.09, 0.03, 0.10], [0.13, -0.11, 0.01], [0.00, 0.18, 0.04], [-0.06, 0.01, -0.14], [0.02, -0.01, 0.05], [0.01, -0.05, 0.03], [-0.02, -0.06, -0.02], [0.05, 0.02, 0.00], [-0.01, -0.06, -0.04], [-0.02, 0.00, 0.01], [0.00, -0.04, -0.02], [-0.01, -0.03, 0.01], [-0.01, 0.01, -0.06], [0.07, -0.02, 0.03], [-0.05, 0.03, 0.08], [0.00, -0.08, -0.06], [-0.08, 0.08, 0.01], [-0.01, -0.04, -0.03], [0.02, 0.01, 0.00], [-0.04, 0.06, 0.06], [0.01, -0.02, -0.01], [-0.08, -0.02, 0.07], [-0.02, 0.01, 0.01], [0.06, -0.03, 0.00], [-0.01, 0.03, 0.02], [-0.03, 0.00, 0.02], [0.01, 0.01, 0.03], [0.02, -0.01, -0.03], [-0.03, -0.01, 0.01], [0.01, -0.10, -0.05], [0.02, -0.06, -0.03], [0.12, 0.02, 0.00], [-0.04, -0.01, 0.02], [-0.12, -0.70, 0.08], [0.32, 0.70, -0.28], [0.05, 0.11, -0.27], [-1.50, -0.47, 1.28], [-0.06, -0.25, 0.21], [0.28, -0.09, 0.13], [-0.03, -0.05, -0.10], [0.04, 0.09, -0.02], [-0.07, -0.03, 0.11], [0.11, 0.07, 0.02], [0.09, -0.57, -0.34], [0.17, 0.28, 0.16], [-0.14, 0.16, 0.09], [0.05, -0.27, 0.09], [-0.01, 0.22, 0.10], [-0.03, 0.02, -0.02], [-0.01, 0.01, 0.00], [-0.04, 0.02, 0.00], [0.03, 0.00, -0.06], [0.08, 0.16, 0.25], [-0.15, -0.42, -0.09], [0.02, -0.01, -0.01], [0.06, -0.03, 0.03], [-0.27, 0.12, 0.04], [-0.02, -0.08, -0.14], [1.13, 0.06, -1.23], [0.46, -0.36, 0.75], [-1.19, 0.74, -0.26], [0.56, -0.05, -0.15], [1.41, -0.37, -0.14], [-1.33, -0.20, 0.76], [1.42, 0.64, -1.05], [-0.62, -0.26, 0.25], [0.14, 0.07, -0.02], [0.10, 0.35, -0.33], [0.29, -0.41, 0.15], [-1.13, 0.02, 0.27], [0.00, -0.04, 0.00], [0.05, 0.11, -0.04], [0.06, 0.07, -0.24], [-0.05, -0.04, 0.00], [-0.15, -0.28, -0.18], [0.08, 0.13, 0.16], [0.07, 0.02, -0.04], [-0.01, -0.10, 0.06], [-0.12, -0.07, -0.02]]
}



# 2
{
  "formula": "C39H45BrF12NO35",
  "method": "ωB97M-V/def2-TZVPD",
  "e_above_lowest_kj_mol": 305.5,
  "orbital_gap_ev": 7.4,
  "lumo_energy_ha": -0.1911,
  "total_energy_ev": -216965.3471,
  "mol_weight_g_mol": 1395.64,
  "spin_multiplicity": 1,
  "charge": 1,
  "symbols": ["C", "C", "C", "F", "N", "Br", "C", "O", "C", "C", "O", "H", "H", "H", "H", "H", "H", "H", "H", "H", "H", "H", "H", "C", "C", "O", "C", "O", "O", "F", "H", "H", "H", "C", "C", "O", "C", "O", "O", "F", "H", "H", "H", "C", "C", "O", "C", "O", "O", "F", "H", "H", "H", "C", "C", "O", "C", "O", "O", "F", "H", "H", "H", "C", "C", "O", "C", "O", "O", "F", "H", "H", "H", "C", "C", "O", "C", "O", "O", "F", "H", "H", "H", "C", "C", "O", "C", "O", "O", "F", "H", "H", "H", "C", "C", "O", "C", "O", "O", "F", "H", "H", "H", "C", "C", "O", "C", "O", "O", "F", "H", "H", "H", "C", "C", "O", "C", "O", "O", "F", "H", "H", "H", "C", "C", "O", "C", "O", "O", "F", "H", "H", "H"],
  "positions_angstrom": [[-6.4638, 3.9938, -2.3574], [-5.7628, 3.0040, -1.2544], [-4.1266, 3.0828, -1.1878], [-3.6123, 4.1629, -0.2653], [-3.4329, 3.1467, -2.5321], [-2.5455, 4.8266, -2.7342], [-2.3140, 2.0862, -2.5868], [-1.4565, 2.4649, -3.7209], [-1.6723, 1.5775, -4.8849], [-2.3341, 2.0779, -6.3324], [-1.3220, 0.2616, -4.8545], [-5.8574, 4.1505, -3.3458], [-7.4807, 3.4597, -2.6827], [-6.7687, 5.0493, -1.9544], [-6.1639, 3.3408, -0.1847], [-6.1300, 1.8915, -1.4012], [-3.7650, 2.0655, -0.6783], [-4.0458, 2.9381, -3.3544], [-2.8273, 1.0647, -2.8573], [-1.7237, 1.9969, -1.5802], [-1.6958, 1.6166, -7.2286], [-2.3238, 3.2470, -6.4611], [-3.4597, 1.6898, -6.4161], [-1.5149, -1.6191, 0.4664], [-1.2904, -0.2068, 0.8865], [-2.5595, 0.3877, 0.7351], [-3.4508, -0.6229, 0.9372], [-4.6382, -0.4540, 1.1594], [-2.8501, -1.8501, 0.8685], [-0.4272, 0.4135, 0.0511], [-1.4331, -1.7570, -0.6170], [-0.8308, -2.3139, 0.9610], [-0.9526, -0.0949, 1.9223], [0.9060, -1.4826, -3.5446], [2.1455, -1.4828, -2.7168], [1.6854, -1.8437, -1.4343], [0.5896, -2.6224, -1.6571], [0.0805, -3.3442, -0.8158], [0.1345, -2.5020, -2.9415], [2.6775, -0.2420, -2.6448], [0.3605, -0.5345, -3.4903], [1.1069, -1.7122, -4.5945], [2.9071, -2.1963, -3.0491], [-0.0321, -3.1367, 5.4480], [0.4149, -3.0690, 4.0277], [-0.3535, -2.0165, 3.4903], [-0.5953, -1.1822, 4.5401], [-0.9897, -0.0337, 4.4248], [-0.3343, -1.7870, 5.7391], [0.0998, -4.2062, 3.3682], [-0.9319, -3.7468, 5.5803], [0.7493, -3.5156, 6.1124], [1.4803, -2.8481, 3.9025], [3.7668, 0.8336, 0.2190], [3.5703, 1.2191, 1.6453], [4.8762, 1.5054, 2.0922], [5.5426, 1.9386, 0.9854], [6.6064, 2.5346, 1.0167], [4.8694, 1.6304, -0.1649], [3.0926, 0.1789, 2.3646], [4.0237, -0.2241, 0.0976], [2.8903, 1.0546, -0.3961], [2.9312, 2.0968, 1.7891], [-2.5698, 6.7235, 1.4723], [-1.6226, 7.8642, 1.6250], [-2.4243, 8.9948, 1.3686], [-3.6803, 8.6338, 1.7544], [-4.5914, 9.4224, 1.9433], [-3.7928, 7.2795, 1.9118], [-0.6490, 7.8112, 0.6886], [-2.6733, 6.3951, 0.4326], [-2.2874, 5.8634, 2.0854], [-1.1771, 7.9472, 2.6221], [0.3368, -7.7408, -0.8971], [0.1403, -7.3553, 0.5292], [1.4462, -7.0690, 0.9761], [2.1126, -6.6358, -0.1307], [3.1764, -6.0398, -0.0995], [1.4394, -6.9440, -1.2810], [-0.3374, -8.3955, 1.2485], [0.5937, -8.7985, -1.0186], [-0.5397, -7.5198, -1.5122], [-0.4988, -6.4776, 0.6730], [-2.0057, -3.9514, -5.1973], [-3.4924, -3.9237, -5.3006], [-3.8219, -5.2437, -5.6690], [-2.8358, -6.0175, -5.1345], [-2.9116, -7.2277, -5.0021], [-1.7535, -5.2707, -4.7572], [-3.8918, -3.0932, -6.2898], [-1.5111, -3.7895, -6.1609], [-1.6249, -3.2193, -4.4801], [-4.0025, -3.6639, -4.3668], [1.9399, -2.9865, 9.5117], [1.7667, -4.2302, 10.3147], [0.6835, -4.8789, 9.6880], [0.7432, -4.4890, 8.3838], [0.1492, -5.0453, 7.4752], [1.5569, -3.4021, 8.2162], [1.4106, -3.9380, 11.5857], [1.2831, -2.1745, 9.8413], [2.9725, -2.6272, 9.5189], [2.6410, -4.8900, 10.3145], [0.3669, 9.4489, 6.3412], [0.1937, 8.2051, 7.1442], [-0.8896, 7.5565, 6.5176], [-0.8298, 7.9463, 5.2133], [-1.4239, 7.3900, 4.3048], [-0.0162, 9.0332, 5.0457], [-0.1624, 8.4973, 8.4152], [-0.2900, 10.2608, 6.6709], [1.3995, 9.8081, 6.3484], [1.0679, 7.5454, 7.1441], [3.9454, 2.9647, -4.4014], [3.1586, 3.1709, -5.6504], [3.2724, 1.9353, -6.3192], [3.4209, 1.0094, -5.3306], [3.2765, -0.1912, -5.4901], [3.7442, 1.5912, -4.1354], [3.7218, 4.1267, -6.4229], [5.0152, 3.1549, -4.5383], [3.5825, 3.5814, -3.5747], [2.1015, 3.4024, -5.4819], [5.1379, -6.3611, -3.7426], [4.9859, -5.5105, -2.5281], [4.8747, -4.2062, -3.0510], [4.3100, -4.3644, -4.2810], [3.8065, -3.4587, -4.9244], [4.3697, -5.6643, -4.7030], [6.0954, -5.5673, -1.7577], [6.1756, -6.4271, -4.0865], [4.7531, -7.3734, -3.5923], [4.1012, -5.7423, -1.9256]],
  "forces_ev_per_a": [[-1.17, -0.50, -0.41], [-0.32, 1.20, 0.43], [-1.38, -1.40, 3.54], [-1.45, -2.80, -2.87], [1.40, -0.20, 0.51], [-0.54, 0.48, -0.36], [0.88, -1.94, -0.98], [-1.86, -2.55, -0.89], [1.49, -6.99, -1.50], [0.31, 0.61, 0.17], [-2.41, 9.03, 0.69], [-0.97, -0.32, 1.79], [2.27, 1.25, 0.67], [0.89, -2.10, -0.59], [1.14, -0.86, -2.25], [1.19, 2.20, 0.19], [-0.60, 2.38, -0.97], [0.11, 0.73, 0.93], [0.92, 1.87, 0.84], [-1.14, 0.61, -1.97], [-1.42, 0.81, 2.33], [-0.03, -2.33, 0.49], [2.60, 0.72, 0.39], [0.66, -0.81, 0.04], [0.61, 0.03, 0.45], [-0.42, -0.25, 0.09], [-3.17, -0.69, 0.67], [2.73, -0.15, -0.78], [-0.88, 1.37, 0.23], [0.39, 0.54, -0.45], [-0.12, 0.28, 0.26], [-0.38, 0.15, -0.11], [0.02, 0.17, -0.17], [-0.05, 0.54, -1.34], [0.99, 0.42, -0.46], [-1.01, -0.86, -0.02], [-0.82, -1.67, 1.47], [1.30, 1.21, -2.01], [0.06, -0.43, 1.45], [0.03, 0.03, 0.32], [0.27, -0.09, 0.12], [-0.05, -0.10, 0.23], [0.02, 0.26, 0.00], [0.40, -0.83, 0.80], [0.16, -0.85, -0.35], [0.08, 0.72, 0.51], [-1.00, 2.48, 0.73], [0.78, -2.44, -0.03], [-0.27, 1.12, -1.31], [0.10, -0.10, -0.30], [0.21, 0.00, -0.22], [-0.38, 0.37, -0.38], [-0.11, -0.12, -0.17], [-0.68, -0.45, -1.00], [-0.15, -0.36, 0.60], [-0.09, 0.43, -0.72], [3.21, 1.58, -0.22], [-2.70, -1.54, -0.11], [0.50, 0.43, 0.76], [-0.29, -0.10, 0.29], [-0.11, 0.07, 0.24], [0.27, 0.04, -0.01], [-0.03, -0.16, 0.16], [0.00, -1.15, 0.15], [0.92, 0.35, -0.03], [-0.83, -0.37, 0.42], [-2.53, 2.06, 0.47], [2.15, -1.99, -0.53], [-0.06, 0.91, -0.09], [0.50, -0.03, -0.59], [0.18, 0.19, -0.01], [-0.20, 0.20, 0.04], [-0.08, 0.02, -0.82], [-0.82, -0.53, -1.01], [-0.51, -0.46, 0.68], [0.36, 0.62, -0.94], [2.23, 1.14, 0.00], [-2.34, -1.34, -0.04], [0.86, 0.55, 0.86], [-0.14, 0.04, 0.17], [-0.08, 0.09, 0.26], [0.28, 0.09, -0.01], [0.02, -0.15, 0.13], [1.00, 0.82, 0.23], [-0.45, 0.22, -0.50], [0.53, -0.07, 0.67], [0.14, -3.51, 0.32], [0.25, 3.06, -0.33], [-0.78, -0.62, -0.09], [-0.28, 0.31, -0.07], [-0.29, 0.03, -0.02], [0.01, -0.31, -0.01], [-0.09, 0.07, -0.17], [0.75, 1.19, 0.13], [-0.10, -0.12, 1.02], [0.39, 0.24, -1.08], [-1.55, -1.38, -1.89], [1.37, 1.11, 2.30], [-0.59, -0.98, -0.15], [0.10, -0.12, 0.12], [0.00, -0.24, 0.15], [-0.18, -0.10, -0.20], [-0.13, 0.02, 0.17], [0.74, 1.17, 0.15], [-0.06, -0.01, 1.07], [0.31, 0.14, -1.25], [-1.15, -0.78, -1.55], [1.16, 0.97, 2.62], [-0.82, -1.23, -0.27], [0.10, -0.15, 0.10], [0.01, -0.24, 0.15], [-0.19, -0.10, -0.21], [-0.13, 0.01, 0.17], [0.46, 0.64, 1.01], [0.31, 0.56, -0.72], [-0.28, -0.30, 0.79], [-0.05, -3.24, -0.07], [0.23, 2.86, 0.39], [-0.34, -0.46, -0.96], [-0.21, 0.18, -0.12], [-0.18, 0.09, -0.21], [0.04, -0.26, -0.03], [0.06, 0.12, -0.15], [0.38, -1.22, -0.26], [0.32, -0.31, 0.89], [-0.69, -0.01, -0.90], [-0.93, 1.65, -1.74], [0.96, -1.89, 1.46], [-0.31, 1.31, 0.18], [0.06, 0.04, 0.23], [-0.04, 0.12, 0.21], [-0.08, 0.23, -0.15], [0.35, 0.11, 0.03]]
}